No. 1
The following is a DFT calculation (the ωB97M-V functional and the def2-TZVPD basis) of a cluster of 12 separate species, C38H108N8O12 in total.

Geometry as XYZ:
```
166
Properties=species:S:1:pos:R:3:mulliken_charge:R:1
C 21.614 7.782 14.041 -0.91
O 21.439 9.100 14.438 -0.35
C 22.591 9.741 15.039 -0.20
C 23.366 9.078 16.286 0.42
C 22.375 8.836 17.427 -1.09
N 24.346 10.042 16.751 -0.63
H 21.561 7.175 14.944 0.31
H 22.580 7.642 13.554 0.33
H 20.802 7.530 13.359 0.26
H 23.313 10.117 14.313 0.47
H 22.160 10.709 15.295 -0.34
H 23.907 8.223 15.881 0.39
H 21.634 8.093 17.132 0.19
H 21.755 9.697 17.677 0.17
H 22.720 8.286 18.303 0.43
H 23.942 10.794 17.292 0.23
H 25.078 9.560 17.253 0.25
C 16.704 16.076 15.592 -0.11
O 17.924 16.029 16.413 0.16
C 19.167 15.633 15.783 -0.38
C 19.291 14.111 15.947 0.98
C 19.454 13.578 17.350 -1.02
N 20.375 13.426 15.173 -0.05
H 16.532 15.202 14.964 0.35
H 16.736 16.941 14.930 0.39
H 15.818 16.218 16.212 -0.64
H 19.334 15.997 14.769 -0.11
H 19.929 16.138 16.376 -0.22
H 18.401 13.666 15.502 0.23
H 20.318 14.027 17.840 0.33
H 19.673 12.513 17.279 0.25
H 18.542 13.783 17.911 0.00
H 20.684 13.824 14.298 -0.36
H 21.212 13.492 15.734 -0.02
C 19.692 21.277 21.233 -0.66
O 18.833 20.709 20.246 -0.34
C 18.642 19.288 20.558 -0.36
C 17.732 18.783 19.359 0.77
C 16.324 19.322 19.304 -1.63
N 17.521 17.313 19.246 -0.10
H 20.751 21.094 21.054 0.15
H 19.434 20.811 22.184 0.35
H 19.421 22.333 21.207 0.26
H 19.639 18.851 20.499 0.20
H 18.256 19.039 21.546 0.42
H 18.190 19.034 18.402 0.20
H 15.758 18.708 18.604 0.36
H 16.127 20.305 18.876 0.38
H 15.722 19.140 20.194 0.29
H 18.467 16.963 19.209 0.15
H 17.307 17.236 18.262 -0.42
C 17.488 16.620 11.196 -0.82
O 16.527 17.237 10.273 -0.25
C 16.903 17.369 8.888 -0.80
C 15.776 18.245 8.167 0.63
C 15.854 18.222 6.691 -1.55
N 15.678 19.665 8.519 -0.80
H 16.993 16.264 12.099 0.29
H 18.122 17.356 11.691 0.24
H 18.118 15.775 10.916 0.45
H 17.762 18.038 8.843 0.27
H 17.202 16.437 8.408 0.37
H 14.897 17.722 8.544 0.26
H 14.930 18.618 6.269 0.38
H 15.865 17.279 6.144 0.40
H 16.647 18.858 6.298 0.36
H 14.776 20.030 8.245 0.24
H 15.664 19.713 9.527 0.28
C 10.352 16.173 16.569 -0.68
O 11.206 14.978 16.669 -0.38
C 11.413 14.542 18.102 -0.95
C 12.515 15.412 18.798 0.02
C 13.862 15.494 18.183 0.20
N 12.733 14.882 20.105 -0.62
H 10.115 16.809 17.422 0.34
H 9.365 15.983 16.147 0.32
H 10.868 16.786 15.830 0.14
H 10.509 14.499 18.709 0.37
H 11.881 13.561 18.020 0.38
H 12.165 16.419 19.023 0.29
H 13.864 15.915 17.178 0.23
H 14.285 14.492 18.115 -0.20
H 14.587 16.144 18.674 0.09
H 13.395 15.521 20.520 0.36
H 12.944 13.897 20.183 0.30
C 15.625 12.295 16.368 -1.07
O 16.642 11.528 15.711 -0.32
C 16.931 10.392 16.467 -0.60
C 18.149 9.647 15.810 0.34
C 18.336 8.210 16.287 -1.56
N 19.415 10.407 15.950 -0.08
H 15.463 13.095 15.645 0.27
H 15.877 12.754 17.324 0.39
H 14.617 11.880 16.359 0.55
H 17.229 10.741 17.456 0.26
H 15.972 9.884 16.575 0.45
H 18.040 9.649 14.725 0.33
H 18.915 7.603 15.591 0.31
H 17.339 7.776 16.214 0.53
H 18.656 8.139 17.327 0.22
H 20.237 9.984 15.543 -0.16
H 19.315 11.359 15.628 0.19
C 22.709 18.743 19.762 -0.68
O 23.108 18.629 18.410 -0.40
C 22.142 18.202 17.576 -0.14
C 22.803 18.087 16.232 -0.05
C 23.436 19.361 15.618 -1.53
N 21.823 17.618 15.245 -0.07
H 23.597 18.823 20.389 0.33
H 22.265 17.784 20.030 0.32
H 22.026 19.569 19.960 0.14
H 21.837 17.215 17.923 0.16
H 21.368 18.959 17.443 0.29
H 23.590 17.339 16.328 0.33
H 24.251 19.363 16.341 0.43
H 22.935 20.271 15.949 0.35
H 23.818 19.373 14.597 0.34
H 22.257 17.546 14.336 0.11
H 21.249 18.428 15.059 0.27
C 15.998 15.843 25.362 -0.77
O 15.632 15.965 23.977 -0.30
C 16.504 15.349 23.065 -0.97
C 15.609 15.026 21.798 0.61
C 16.291 14.072 20.790 -1.22
N 15.161 16.244 21.150 -0.36
H 16.517 14.904 25.557 0.31
H 15.096 15.926 25.969 0.25
H 16.672 16.582 25.795 0.28
H 17.377 15.968 22.857 0.26
H 16.875 14.386 23.417 0.48
H 14.726 14.531 22.201 0.34
H 17.172 14.513 20.325 0.20
H 15.665 13.834 19.930 0.09
H 16.688 13.203 21.315 0.55
H 15.160 16.991 21.830 0.28
H 15.863 16.571 20.502 -0.28
C 20.583 16.893 10.654 -0.79
C 20.917 17.691 11.927 -0.02
O 22.192 17.188 12.263 -0.62
H 21.509 16.934 10.081 0.58
H 19.833 17.476 10.118 0.05
H 20.178 15.901 10.854 0.03
H 20.262 17.580 12.792 0.09
H 20.864 18.730 11.605 0.24
H 22.671 17.315 11.440 0.38
C 22.632 12.874 12.286 -0.10
C 23.715 13.728 11.675 -0.12
O 24.557 12.874 11.014 -0.54
H 21.943 13.458 12.896 -0.25
H 23.148 12.146 12.911 0.11
H 22.039 12.336 11.546 0.43
H 24.264 14.253 12.458 0.31
H 23.214 14.454 11.034 0.08
H 25.446 13.225 11.110 0.33
C 13.923 18.523 13.242 -0.81
C 12.745 19.487 13.123 -0.38
O 13.011 20.842 13.622 -0.54
H 14.815 18.842 12.703 0.29
H 13.564 17.605 12.778 0.36
H 14.169 18.173 14.245 0.23
H 11.812 19.175 13.591 0.27
H 12.415 19.503 12.084 0.27
H 12.220 21.343 13.408 0.30
O 23.234 13.884 16.049 -0.53
H 23.848 13.713 16.763 0.24
H 22.953 14.789 16.187 0.25
```

Computed properties:
* highest occupied orbital energy: -7.89 eV
* SMILES: COC[C@H](C)N.COC[C@H](C)N.COC[C@H](C)N.COC[C@H](C)N.COC[C@H](C)N.COC[C@H](C)N.COC[C@H](C)N.COC[C@H](C)N.CCO.CCO.CCO.O
* Kohn-Sham gap: 8.233 eV
* F_max: 3.7 eV Å⁻¹
* net charge: 0
* ΔE to the lowest compared entry with this formula, charge and spin: 490.5 kJ/mol

---

No. 2
The following is a DFT calculation (the ωB97M-V functional and the def2-TZVPD basis) of a cluster of 16 separate species, C38H113N5O23 in total.

Geometry as XYZ:
```
179
Properties=species:S:1:pos:R:3:mulliken_charge:R:1
C 1.968 3.094 -3.339 0.77
C 1.986 2.835 -4.835 -0.33
O 2.906 3.685 -5.524 -0.65
O 1.117 4.213 -3.026 -0.71
H 2.954 3.315 -2.933 0.11
H 1.580 2.166 -2.901 -0.60
H 0.997 2.939 -5.289 0.20
H 2.339 1.817 -4.991 -0.02
H 2.646 4.589 -5.308 0.40
H 1.083 4.232 -2.047 0.43
C -3.635 4.637 -1.798 -0.52
C -3.919 4.626 -3.311 -0.34
O -2.722 4.785 -4.070 -0.68
O -3.120 3.376 -1.396 -0.22
H -4.505 4.924 -1.201 0.43
H -2.862 5.389 -1.624 0.11
H -4.552 5.485 -3.538 0.44
H -4.405 3.690 -3.602 0.11
H -2.195 3.969 -3.862 0.34
H -3.820 2.826 -0.998 0.06
C 3.361 -4.429 -2.661 -0.49
C 2.278 -3.810 -3.529 1.14
O 2.614 -3.844 -4.900 -0.68
O 3.665 -5.740 -3.096 -0.67
H 3.069 -4.482 -1.613 0.32
H 4.250 -3.796 -2.694 0.57
H 2.048 -2.805 -3.158 -1.01
H 1.376 -4.410 -3.404 0.50
H 3.317 -3.223 -5.119 0.39
H 3.794 -5.710 -4.051 0.37
C 2.746 5.923 2.928 -0.32
C 1.951 4.702 3.366 -0.61
O 2.090 3.722 2.338 -0.20
O 2.412 7.086 3.650 -0.55
H 2.619 6.100 1.857 0.16
H 3.804 5.677 3.029 0.33
H 0.882 4.950 3.356 0.37
H 2.271 4.341 4.343 0.34
H 1.716 2.858 2.583 0.30
H 1.464 7.118 3.804 0.32
C -2.919 -4.645 2.944 -0.69
C -2.804 -4.921 1.441 0.46
O -4.125 -5.157 0.934 -0.61
O -3.615 -3.438 3.159 -0.06
H -1.882 -4.559 3.293 0.39
H -3.392 -5.494 3.445 0.36
H -2.132 -5.767 1.292 0.44
H -2.393 -4.034 0.955 -0.38
H -3.983 -5.350 0.000 0.32
H -3.493 -3.138 4.099 0.09
C 5.175 3.500 -1.294 -0.77
C 4.102 2.536 -0.790 0.04
O 3.440 1.909 -1.865 0.85
O 5.830 4.079 -0.169 -0.60
H 4.745 4.333 -1.849 0.28
H 5.907 3.040 -1.966 0.30
H 3.453 3.141 -0.152 -0.11
H 4.577 1.813 -0.110 0.44
H 2.516 1.754 -1.559 -0.57
H 6.149 3.383 0.413 0.34
C -7.182 -3.793 1.727 -0.44
C -6.516 -2.433 1.886 -0.35
O -5.288 -2.317 1.166 -0.11
O -6.492 -4.807 2.477 -0.59
H -7.108 -4.098 0.679 0.21
H -8.208 -3.738 2.090 0.40
H -6.461 -2.077 2.919 0.27
H -7.172 -1.690 1.408 0.33
H -4.627 -2.746 1.738 -0.16
H -5.606 -4.773 2.082 0.25
C -4.820 0.580 0.099 -0.03
O -5.145 1.954 -0.109 -0.58
H -4.519 0.355 1.116 0.21
H -5.610 -0.074 -0.282 0.35
H -4.056 0.364 -0.653 -0.30
H -6.018 2.177 0.222 0.28
C 0.202 5.443 0.004 -0.92
O 1.028 4.298 -0.244 0.01
H 0.790 6.324 0.270 0.31
H -0.349 5.652 -0.910 0.20
H -0.475 5.185 0.823 0.33
H 1.571 4.137 0.551 -0.15
C 0.784 -3.208 0.644 1.07
O 0.012 -4.369 0.862 -0.40
H 0.292 -2.360 1.116 -1.09
H 1.811 -3.311 1.005 0.43
H 0.855 -2.956 -0.421 0.05
H 0.371 -5.117 0.380 0.30
C -1.972 -2.603 -2.962 -0.02
O -2.247 -3.153 -1.696 -0.39
H -2.516 -3.014 -3.820 0.53
H -2.182 -1.528 -3.017 -0.09
H -0.915 -2.769 -3.159 -0.31
H -3.189 -3.237 -1.517 0.23
C -1.152 -2.213 6.057 -1.15
C -2.557 -1.691 6.165 0.61
C -2.901 -0.453 5.313 -0.52
O -2.158 0.688 5.639 -0.14
C -2.371 1.172 6.941 -0.88
N -3.532 -2.774 5.864 -0.69
H -0.891 -2.934 6.828 0.48
H -0.493 -1.344 6.161 0.27
H -0.972 -2.602 5.050 0.22
H -2.757 -1.419 7.211 0.54
H -3.961 -0.249 5.489 0.70
H -2.744 -0.730 4.271 -0.55
H -1.855 2.110 7.141 0.27
H -1.948 0.440 7.637 0.34
H -3.416 1.370 7.204 0.34
H -3.227 -3.599 6.378 0.25
H -4.416 -2.555 6.321 0.25
C -3.344 0.799 -3.802 -1.64
C -1.819 0.860 -3.702 1.66
C -1.138 0.226 -4.889 -1.24
O 0.238 0.063 -4.558 0.58
C 0.862 -0.873 -5.394 -0.93
N -1.380 2.241 -3.478 -0.22
H -3.657 -0.230 -3.986 0.37
H -3.714 1.451 -4.596 0.46
H -3.841 1.133 -2.891 0.13
H -1.509 0.314 -2.802 -0.56
H -1.340 0.778 -5.811 0.22
H -1.515 -0.797 -5.014 0.38
H 0.820 -0.586 -6.454 0.35
H 0.493 -1.886 -5.213 0.38
H 1.947 -0.859 -5.244 -0.06
H -1.763 2.577 -2.601 0.34
H -0.382 2.388 -3.474 0.07
C 0.979 -0.700 -1.347 0.39
C 0.085 0.527 -1.219 1.37
C -1.202 0.230 -0.418 -0.58
O -0.879 -0.189 0.923 -0.14
C -1.738 -1.213 1.403 -0.62
N 0.892 1.562 -0.541 1.06
H 0.604 -1.382 -2.119 -0.28
H 1.042 -1.330 -0.458 -1.42
H 1.970 -0.384 -1.667 -0.27
H -0.230 0.841 -2.215 -0.50
H -1.791 -0.479 -1.007 0.65
H -1.760 1.166 -0.312 0.47
H -1.451 -1.427 2.431 -0.30
H -1.635 -2.116 0.792 0.70
H -2.789 -0.917 1.334 -0.49
H 1.074 1.294 0.421 -0.94
H 0.314 2.382 -0.334 0.41
C 6.638 -0.304 -2.632 -1.43
C 5.349 -0.894 -3.249 -0.06
C 4.499 -1.474 -2.125 1.09
O 5.071 -2.682 -1.673 -0.53
C 4.293 -3.332 -0.713 0.06
N 4.570 0.130 -3.929 -0.44
H 6.397 0.402 -1.836 0.21
H 7.261 0.215 -3.364 0.40
H 7.236 -1.138 -2.254 0.40
H 5.647 -1.646 -3.980 0.30
H 3.519 -1.648 -2.592 -0.78
H 4.441 -0.801 -1.263 0.34
H 4.775 -4.275 -0.455 0.48
H 3.256 -3.485 -1.024 -0.44
H 4.282 -2.788 0.246 -0.16
H 4.251 0.782 -3.205 -0.22
H 5.121 0.782 -4.484 0.40
C 0.668 0.083 4.976 -1.54
C 1.455 0.505 3.745 1.24
C 1.915 -0.685 2.923 0.38
O 2.918 -1.427 3.594 -0.51
C 4.237 -1.053 3.233 -0.37
N 0.604 1.379 2.863 -0.46
H -0.271 -0.403 4.702 -0.43
H 0.536 0.875 5.710 0.23
H 1.249 -0.700 5.481 0.76
H 2.281 1.135 4.090 0.49
H 2.206 -0.389 1.907 0.41
H 1.122 -1.422 2.759 -0.68
H 4.395 0.021 3.366 0.26
H 4.402 -1.220 2.162 -0.07
H 4.907 -1.667 3.823 0.27
H 0.125 0.742 2.210 -0.33
H -0.216 1.606 3.429 0.34
```

Computed properties:
* highest occupied orbital energy: -9.00 eV
* Kohn-Sham gap: 9.114 eV
* F_max: 3.4 eV Å⁻¹
* net charge: 0
* ΔE to the lowest compared entry with this formula, charge and spin: 162.4 kJ/mol

---

Among the records above, which one has the lowest Kohn-Sham gap? C38H108N8O12